Version i
The following is a quantum chemistry calculation of an isolated molecule of C4H5N3O, from the Open Molecules 2025 dataset.

The SMILES is C1Cc2nn[nH]c2O1. The HOMO-LUMO gap comes out at 9.7 eV. The LUMO energy comes out at 0.787 eV.

Atoms and positions in Å:
C: -1.714 -0.236 0.101
C: -0.780 1.044 -0.109
C: 0.618 0.475 -0.122
N: 1.883 1.031 0.120
N: 2.572 -0.021 0.033
N: 1.932 -1.080 -0.027
C: 0.579 -0.825 -0.076
O: -0.714 -1.404 0.011
H: -2.366 -0.372 -0.663
H: -2.281 -0.215 1.067
H: -0.948 1.904 0.691
H: -1.114 1.628 -0.964
H: 2.331 -1.930 -0.062

Here is what natural (NBO) gives for the atomic charges, in e: -0.03 -0.45 -0.02 -0.21 -0.05 -0.30 0.34 -0.50 0.18 0.19 0.22 0.22 0.40

=====

Version ii
The following is a quantum chemistry calculation of an isolated molecule of C4H5N3O, from the Open Molecules 2025 dataset.

The SMILES is C1=NN[C@@H]2C=NO[C@H]12. The HOMO-LUMO gap comes out at 10.0 eV. The LUMO energy comes out at 0.566 eV.

Atoms and positions in Å:
C: -0.304 0.629 -1.283
N: 0.597 0.021 -1.746
N: 1.403 -0.604 -0.624
C: 0.902 0.164 0.615
C: 0.126 -0.960 1.182
N: -1.167 -0.716 1.147
O: -1.393 0.444 0.567
C: -0.303 0.849 0.128
H: -1.003 0.877 -2.070
H: 2.445 0.011 -0.861
H: 1.618 0.652 1.242
H: 0.400 -2.073 1.495
H: -0.666 1.975 0.371

Here is what natural (NBO) gives for the atomic charges, in e: 0.03 -0.21 -0.44 -0.21 -0.02 -0.11 -0.34 0.01 0.22 0.34 0.24 0.25 0.22

=====

Version iii
The following is a quantum chemistry calculation of a structure of composition C4H5N3O, from the Open Molecules 2025 dataset.

The HOMO-LUMO gap comes out at 8.9 eV. The LUMO energy comes out at 0.331 eV.

Atoms and positions in Å:
C: 0.510 1.196 -0.297
C: -0.759 0.701 -0.405
C: -2.276 -0.557 0.077
C: -0.704 -0.667 -0.593
H: 3.360 -0.193 -0.321
H: 2.288 -0.762 1.147
H: 0.918 2.211 -0.300
H: -2.207 -0.840 1.414
H: -3.243 -1.341 -0.395
N: 2.515 0.118 0.308
N: 1.230 0.136 -0.412
N: 0.489 -1.010 -0.329
O: -2.121 1.007 0.106

Here is what natural (NBO) gives for the atomic charges, in e: -0.09 0.16 -0.12 0.07 0.38 0.39 0.24 0.21 0.25 -0.66 -0.04 -0.28 -0.51

=====

Version iv
The following is a quantum chemistry calculation of an isolated molecule of C4H5N3O, from the Open Molecules 2025 dataset.

The SMILES is N#CN1C=CO[C@H]1N. The HOMO-LUMO gap comes out at 8.6 eV. The LUMO energy comes out at 0.426 eV.

Atoms and positions in Å:
N: -3.432 0.008 -0.001
C: -2.308 0.160 -0.001
N: -0.618 0.374 0.034
C: 0.082 1.538 0.282
C: 1.358 1.281 -0.001
O: 1.523 -0.007 -0.496
C: 0.244 -0.641 -0.503
N: 0.156 -1.824 0.293
H: -0.388 2.409 0.685
H: 2.247 1.864 0.095
H: -0.005 -0.927 -1.544
H: 0.696 -2.587 -0.090
H: 0.445 -1.646 1.248

Here is what natural (NBO) gives for the atomic charges, in e: -0.36 0.45 -0.44 -0.12 0.04 -0.49 0.38 -0.83 0.24 0.22 0.16 0.37 0.37

=====

What should be chosen as the most stable of them? Choose version iv.

=====

Version i
The following is a quantum chemistry calculation of a structure of composition Cl2O8Ti, from the Open Molecules 2025 dataset.

The expectation value of S² is 3.752. As for the net charge: -1. The HOMO-LUMO gap (alpha / beta) comes out at 6.3 / 10.2 eV. As for the multiplicity: 4. The LUMO energy (alpha / beta) comes out at 3.286 / 2.960 eV.

Atoms and positions in Å:
Ti: -0.299 -0.169 -0.401
Cl: -2.067 -1.396 1.581
O: -1.326 -2.605 1.955
O: -1.162 -0.223 1.579
O: -2.855 -1.555 0.495
O: -2.762 -1.036 2.640
Cl: 2.101 1.358 -1.560
O: 1.343 2.329 -0.824
O: 3.377 1.158 -1.023
O: 1.345 0.015 -1.677
O: 2.305 2.125 -2.764

Here is what natural (NBO) gives for the atomic charges, in e: 0.76 2.63 -0.86 -0.94 -0.82 -0.89 2.51 -0.85 -0.81 -0.90 -0.83

=====

Version ii
The following is a quantum chemistry calculation of a structure of composition Cl2O8Ti, from the Open Molecules 2025 dataset.

The expectation value of S² is 3.751. As for the net charge: -1. The HOMO-LUMO gap (alpha / beta) comes out at 6.8 / 9.4 eV. As for the multiplicity: 4. The LUMO energy (alpha / beta) comes out at 2.786 / 2.663 eV.

Atoms and positions in Å:
Ti: -0.471 0.547 0.898
Cl: -3.117 -0.511 -0.773
O: -2.402 0.603 -0.377
O: -2.541 -1.431 -1.745
O: -2.837 -1.371 0.324
O: -4.603 -0.186 -0.761
Cl: 3.177 0.496 0.506
O: 3.308 1.294 -0.708
O: 1.756 0.073 0.595
O: 3.959 -0.596 0.379
O: 3.771 1.081 1.662

Here is what natural (NBO) gives for the atomic charges, in e: 0.89 2.51 -0.93 -0.78 -0.96 -0.79 2.59 -0.85 -0.98 -0.87 -0.84

=====

What should be chosen as the most stable of them? Choose version i.

=====

Version i
The following is a quantum chemistry calculation of a structure of composition C5H6O3, from the Open Molecules 2025 dataset.

The HOMO-LUMO gap comes out at 10.4 eV. The LUMO energy comes out at 0.127 eV.

Atoms and positions in Å:
C: -1.429 -0.331 0.042
C: 0.710 -1.333 -0.553
C: 0.889 0.421 0.960
C: 0.180 1.383 0.006
C: -1.050 1.011 -0.532
H: 0.459 -0.796 -1.567
H: 1.099 -2.309 -0.573
H: 1.736 0.875 1.703
H: -0.173 -0.215 1.611
H: 0.540 2.345 -0.501
H: -1.591 1.442 -1.444
O: -2.538 -0.629 0.553
O: -0.478 -1.305 0.173
O: 1.646 -0.560 0.120

Here is what natural (NBO) gives for the atomic charges, in e: 0.73 0.23 -0.17 -0.18 -0.32 0.14 0.20 0.24 0.24 0.24 0.26 -0.55 -0.52 -0.54

=====

Version ii
The following is a quantum chemistry calculation of an isolated molecule of C5H6O3, from the Open Molecules 2025 dataset.

The SMILES is OCc1occc1O. The HOMO-LUMO gap comes out at 8.8 eV. The LUMO energy comes out at 0.697 eV.

Atoms and positions in Å:
O: 2.556 -0.288 -0.687
C: 1.684 0.412 0.441
C: 0.363 -0.026 0.399
O: -0.150 -1.272 0.465
C: -1.397 -1.419 -0.064
C: -1.948 -0.134 -0.272
C: -0.803 0.630 -0.024
O: -0.788 1.947 -0.001
H: 2.039 -1.273 -0.730
H: 2.035 0.575 1.547
H: 1.729 1.487 -0.204
H: -1.538 -2.522 -0.212
H: -2.876 -0.246 -1.079
H: -1.730 2.101 -0.409

Here is what natural (NBO) gives for the atomic charges, in e: -0.72 -0.15 0.10 -0.42 0.12 -0.43 0.25 -0.64 0.46 0.21 0.25 0.22 0.27 0.48

=====

What should be chosen as the most stable of them? Choose version i.